Formula: C24H36IrN2O7S2Si4
Source: the Open Molecules 2025 dataset
Level of theory: ωB97M-V/def2-TZVPD

Last column: Mulliken spin population.
Atoms and positions in Å:
Ir: 0.346 1.070 -0.090  0.904
O: -1.532 6.080 3.236  0.000
C: -1.377 5.110 2.556  0.000
C: -0.956 5.041 1.120  0.006
O: -0.774 5.965 0.377  0.000
C: -0.822 3.588 0.792  -0.009
C: -1.228 2.849 1.900  -0.030
O: -1.312 1.485 1.830  0.133
C: -1.548 3.655 3.030  0.002
O: -1.860 3.330 4.162  0.000
O: -0.384 3.129 -0.302  0.002
O: 2.270 -0.468 -4.177  0.000
C: 3.470 -0.836 -3.686  -0.001
C: 4.382 -1.416 -4.568  0.001
C: 5.632 -1.800 -4.129  0.000
C: 5.998 -1.615 -2.798  0.000
C: 5.098 -1.059 -1.913  -0.001
C: 3.824 -0.666 -2.334  0.004
C: 2.872 -0.069 -1.371  0.013
O: 1.717 0.327 -1.803  0.025
N: 3.257 0.001 -0.122  -0.005
N: 2.310 0.531 0.707  0.028
C: 2.680 0.671 1.931  0.018
S: 4.304 0.234 2.422  0.008
C: 3.966 0.498 4.196  0.000
C: 2.983 1.639 4.319  0.002
S: 1.619 1.303 3.161  -0.005
H: 1.782 -0.042 -3.441  -0.004
H: 4.073 -1.543 -5.597  0.000
H: 6.333 -2.241 -4.825  0.000
H: 6.985 -1.902 -2.461  0.000
H: 5.362 -0.917 -0.875  0.000
H: 4.914 0.727 4.681  0.000
H: 3.561 -0.427 4.601  0.000
H: 3.439 2.587 4.038  0.000
H: 2.559 1.718 5.319  0.000
C: -4.118 -1.010 -2.722  0.001
Si: -2.676 0.203 -2.526  -0.005
C: -3.354 1.839 -1.868  0.000
C: -1.751 0.457 -4.151  -0.001
Si: -1.026 -0.528 -0.967  -0.051
Si: -0.472 -2.821 -0.615  -0.011
C: -1.889 -4.052 -0.347  -0.003
C: 0.606 -3.329 -2.082  -0.003
C: 0.567 -2.804 0.970  -0.007
Si: -2.570 0.608 2.543  -0.009
C: -2.852 -0.851 1.371  -0.004
C: -2.045 -0.031 4.228  0.000
C: -4.162 1.606 2.547  0.002
H: -4.736 -0.718 -3.574  0.000
H: -4.758 -1.009 -1.837  0.000
H: -3.783 -2.035 -2.892  0.000
H: -4.014 2.316 -2.596  0.000
H: -2.539 2.534 -1.650  -0.001
H: -3.924 1.694 -0.948  0.000
H: -2.431 0.713 -4.966  0.000
H: -1.196 -0.435 -4.449  0.000
H: -1.032 1.272 -4.047  0.000
H: -2.758 -3.856 -0.979  0.000
H: -2.225 -4.035 0.691  0.000
H: -1.545 -5.065 -0.565  -0.001
H: 0.126 -3.115 -3.039  0.000
H: 0.835 -4.396 -2.057  0.000
H: 1.552 -2.782 -2.060  0.001
H: -0.065 -2.706 1.856  0.000
H: 1.259 -1.957 0.962  0.002
H: 1.156 -3.716 1.079  0.000
H: -1.988 -1.521 1.291  0.000
H: -3.143 -0.534 0.363  -0.002
H: -3.679 -1.444 1.771  -0.001
H: -1.599 -1.026 4.161  0.000
H: -2.916 -0.093 4.883  0.000
H: -1.326 0.641 4.695  0.000
H: -5.037 0.956 2.485  0.000
H: -4.191 2.293 1.697  0.000
H: -4.243 2.197 3.457  0.000

Cartesian forces, eV/Å:
Ir 0.0822 -1.1102 -1.4592
O -0.0120 0.2302 -0.0565
C -0.2132 -0.5099 0.8737
C 0.2866 0.3276 -0.7967
O 0.0145 0.0174 -0.0519
C 0.0533 -0.3252 0.2971
C -0.4138 -0.0863 -0.4909
O 0.3905 0.5895 -0.0920
C 0.0968 0.5445 0.4018
O -0.1160 -0.3364 -0.1279
O -0.4670 -0.3460 -0.1550
O -0.0526 -0.0233 -0.1407
C 0.1613 -0.0421 0.2744
C -0.1192 0.0086 -0.1005
C -0.0465 0.0440 0.0237
C 0.1050 -0.0415 0.0428
C -0.0067 -0.0312 -0.1042
C -0.1295 0.0704 -0.2569
C 0.1153 -0.0583 0.5980
O -0.7415 0.3249 0.5440
N 0.4635 -0.2634 -0.4076
N -0.8460 -0.1050 0.4053
C 0.3294 -0.1797 -0.2726
S -0.1158 0.0998 0.1604
C 0.0831 -0.1010 -0.2312
C -0.1199 0.0657 -0.1291
S -0.0093 -0.0595 0.1469
H 0.0056 -0.0011 0.0025
H 0.0465 -0.0046 0.0008
H -0.0111 0.0007 -0.0168
H -0.0211 -0.0145 0.0156
H -0.0218 0.0241 0.0194
H -0.0039 0.0014 0.0202
H -0.0048 0.0410 0.0980
H 0.0310 0.0074 0.0712
H -0.0242 -0.0090 -0.0059
C 0.3367 -0.0208 0.0906
Si -0.3939 0.3210 -0.1929
C 0.2624 -0.1586 0.0121
C 0.0756 -0.0998 0.2675
Si 0.7834 1.0617 0.5768
Si 0.6023 -0.5184 0.3583
C -0.0970 0.4086 -0.1845
C -0.1869 0.2953 0.0559
C -0.0941 0.1800 -0.2354
Si -0.4728 -0.4855 0.2454
C 0.3329 0.1512 0.2131
C -0.1089 0.0470 -0.3141
C 0.4212 0.0104 0.0246
H 0.0259 0.0586 -0.0154
H 0.0271 0.0039 0.0276
H -0.0004 0.0087 -0.0226
H -0.0175 -0.0692 -0.0522
H 0.0057 -0.0234 -0.0084
H -0.0071 -0.0351 0.0004
H -0.0847 0.0062 0.0546
H -0.0116 -0.0037 -0.0217
H 0.0053 -0.0034 0.0116
H 0.0145 -0.0262 -0.0149
H 0.0070 0.0567 -0.0016
H 0.1023 0.0260 -0.0258
H 0.0164 -0.0244 -0.0112
H -0.0391 -0.0261 0.0981
H -0.0054 0.0169 -0.0141
H 0.0069 0.0008 0.0033
H 0.0107 -0.0460 -0.0054
H -0.0507 -0.0570 -0.0641
H -0.0499 0.0755 0.2082
H -0.1856 0.1204 -0.0195
H -0.0245 -0.0744 -0.1139
H 0.0153 0.0144 -0.0327
H -0.0029 -0.0099 0.0148
H -0.0467 0.0758 -0.0379
H 0.0701 -0.0737 -0.0210
H -0.0227 -0.0222 -0.0119
H 0.0115 0.0897 0.0578

The charge is 0. The HOMO energy (spin up / spin down) comes out at -7.921 / -7.785 eV. The value obtained for the strongest force on any atom is 1.84 eV Å⁻¹. Its spin multiplicity is 2. The expectation value of S² is 0.767. Its frontier orbital gap (spin up / spin down) is 6.544 / 6.504 eV.